63
Properties=species:S:1:pos:R:3 method="wB97M-V/def2-TZVPD" total_charge=0 smiles="Cc1cccc(-c2nc(CSCC(=O)N3CCN(Cc4ccc5c(c4)OCO5)CC3)c(C)o2)c1" homo_lumo_gap_ev=8.4 multiplicity=1 fmax_ev_per_a=1.27 e_homo_ev=-7.777
C 4.014 5.223 -0.356
C 4.553 3.890 0.067
C 5.579 3.819 1.005
C 6.089 2.596 1.407
C 5.585 1.424 0.879
C 4.559 1.479 -0.062
C 4.039 0.251 -0.619
N 4.445 -0.953 -0.334
C 3.678 -1.786 -1.095
C 3.802 -3.254 -0.989
S 2.283 -3.997 -0.284
C 2.009 -2.893 1.142
C 1.293 -1.592 0.812
O 1.806 -0.523 1.090
N 0.093 -1.675 0.197
C -0.735 -2.850 0.065
C -1.908 -2.762 1.045
N -2.678 -1.568 0.760
C -3.892 -1.484 1.555
C -4.815 -0.420 1.025
C -5.419 0.492 1.874
C -6.299 1.467 1.404
C -6.539 1.492 0.054
C -5.927 0.581 -0.810
C -5.067 -0.383 -0.351
O -6.337 0.830 -2.094
C -7.233 1.917 -2.012
O -7.347 2.332 -0.668
C -1.846 -0.387 0.918
C -0.663 -0.463 -0.045
C 2.811 -1.030 -1.838
C 1.767 -1.389 -2.828
O 3.051 0.268 -1.539
C 4.049 2.713 -0.461
H 4.805 5.828 -0.799
H 3.624 5.765 0.504
H 3.216 5.107 -1.085
H 5.979 4.733 1.422
H 6.884 2.561 2.138
H 5.965 0.460 1.177
H 3.918 -3.733 -1.960
H 4.638 -3.509 -0.339
H 2.985 -2.640 1.558
H 1.442 -3.472 1.872
H -0.164 -3.760 0.235
H -1.132 -2.872 -0.956
H -2.551 -3.636 0.916
H -1.518 -2.763 2.080
H -3.673 -1.294 2.621
H -4.397 -2.453 1.485
H -5.211 0.450 2.932
H -6.769 2.172 2.069
H -4.592 -1.084 -1.014
H -6.858 2.752 -2.625
H -8.222 1.609 -2.388
H -2.449 0.494 0.693
H -1.465 -0.297 1.951
H 0.003 0.389 0.097
H -1.033 -0.483 -1.074
H 1.007 -0.612 -2.856
H 1.313 -2.339 -2.556
H 2.200 -1.484 -3.825
H 3.251 2.742 -1.188

=====

99
Properties=species:S:1:pos:R:3 method="wB97M-V/def2-TZVPD" total_charge=0 homo_lumo_gap_ev=7.5 multiplicity=1 fmax_ev_per_a=2.05 e_homo_ev=-8.397
Ba -13.025 -17.939 4.624
O -11.722 -19.926 6.236
C -10.419 -19.407 6.452
C -10.082 -17.869 6.442
O -10.448 -16.956 5.392
H -9.805 -19.934 5.692
H -9.986 -19.908 7.335
H -9.016 -17.640 6.612
H -10.453 -17.440 7.394
C -10.298 -17.849 1.799
O -10.653 -18.501 3.011
H -9.232 -17.896 1.583
H -10.852 -18.271 0.961
H -10.596 -16.795 1.841
H -10.162 -18.090 3.747
C -9.495 -22.143 9.133
O -8.229 -22.531 9.645
H -9.492 -22.289 8.052
H -10.300 -22.722 9.581
H -9.675 -21.091 9.380
H -7.573 -21.948 9.232
C -8.970 -17.249 9.832
O -8.983 -17.516 11.228
H -9.042 -18.140 9.199
H -9.745 -16.564 9.481
H -7.998 -16.780 9.667
H -9.901 -17.601 11.506
C -15.422 -19.890 6.438
O -15.549 -19.005 5.320
H -14.406 -19.845 6.824
H -16.188 -19.676 7.190
H -15.671 -20.915 6.146
H -16.451 -19.011 4.994
C -7.973 -15.128 3.473
O -8.141 -16.494 3.814
H -7.641 -14.509 4.305
H -7.295 -15.102 2.621
H -8.905 -14.699 3.081
H -8.821 -16.563 4.513
C -6.962 -19.714 3.865
O -6.323 -18.504 3.528
H -6.348 -20.300 4.555
H -7.911 -19.529 4.389
H -7.164 -20.349 2.995
H -7.035 -17.841 3.399
C -10.972 -23.568 6.295
O -11.756 -22.736 5.465
H -11.280 -23.414 7.334
H -11.179 -24.603 6.027
H -9.902 -23.349 6.222
H -11.649 -21.815 5.781
C -9.459 -14.266 7.686
O -9.788 -14.237 6.314
H -9.116 -13.266 7.960
H -10.312 -14.509 8.327
H -8.616 -14.922 7.924
H -10.013 -15.148 6.044
C -12.376 -19.429 9.858
O -12.367 -20.621 9.096
H -12.858 -18.641 9.275
H -12.943 -19.572 10.779
H -11.364 -19.156 10.177
H -12.177 -20.365 8.175
C -9.405 -22.132 3.212
O -9.708 -21.139 2.240
H -8.433 -22.578 2.989
H -9.288 -21.690 4.210
H -10.193 -22.883 3.281
H -10.130 -20.402 2.707
C -13.330 -21.503 2.747
O -13.055 -20.583 3.795
H -13.535 -22.514 3.096
H -14.160 -21.099 2.169
H -12.460 -21.577 2.088
H -12.557 -20.999 4.516
C -6.708 -17.123 6.417
O -5.850 -16.215 7.111
H -7.536 -16.561 5.978
H -6.171 -17.614 5.608
H -7.066 -17.864 7.135
H -6.372 -15.539 7.546
C -6.763 -20.726 7.244
O -6.114 -20.923 8.518
H -6.834 -21.649 6.676
H -7.766 -20.341 7.470
H -6.192 -19.959 6.718
H -6.062 -20.076 8.969
C -12.183 -13.930 4.087
O -12.012 -15.340 3.892
H -12.964 -13.729 4.823
H -11.244 -13.461 4.376
H -12.496 -13.479 3.144
H -11.249 -15.595 4.446
C -13.032 -15.518 7.335
O -13.733 -16.752 7.115
H -13.635 -14.656 7.037
H -12.703 -15.476 8.372
H -12.163 -15.453 6.679
H -14.520 -16.690 7.666

=====

21
Properties=species:S:1:pos:R:3 method="wB97M-V/def2-TZVPD" total_charge=0 homo_lumo_gap_ev=7.7 multiplicity=1 fmax_ev_per_a=5.25 e_homo_ev=-7.097
N 0.050 1.795 -1.405
C -0.441 2.027 -0.310
C -0.909 2.285 0.863
C -1.722 1.276 1.444
C -1.642 -0.041 1.003
C -0.818 -0.590 -0.012
C -1.318 -1.538 -0.891
N -0.761 -2.392 -1.682
H -0.642 1.948 -2.163
H -0.843 3.309 1.261
H -2.393 1.476 2.271
H -2.501 -0.640 1.373
H 0.264 -0.209 -0.237
H -2.348 -1.931 -0.794
H -1.316 -3.083 -2.132
H 0.146 -2.261 -1.937
O 3.911 -1.677 3.099
C 4.298 -1.041 2.229
O 4.724 -0.386 1.395
Cl 2.768 0.622 -1.655
H 1.493 1.051 -1.719

=====

88
Properties=species:S:1:pos:R:3 method="wB97M-V/def2-TZVPD" total_charge=0 smiles="C[Si](C)(C)OCCc1cc(Br)c(S(=O)(=O)F)c2c1C(=O)c1ccc(CCCCSc3nnco3)c(CP(=O)(O)O)c1C2=O.NC(N)=O.NC(N)=O" homo_lumo_gap_ev=8.0 multiplicity=1 fmax_ev_per_a=6.10 e_homo_ev=-9.317
C 5.445 -4.397 1.300
Si 4.457 -2.891 0.661
C 4.393 -3.075 -1.252
C 2.659 -2.988 1.323
O 5.221 -1.384 0.950
C 5.254 -1.021 2.338
C 5.833 0.459 2.408
C 5.130 1.313 1.306
C 5.820 1.534 0.031
C 5.141 2.296 -1.021
Br 6.171 2.451 -2.687
C 3.788 2.872 -0.853
S 3.022 3.746 -2.229
O 2.548 2.709 -3.148
O 3.943 4.596 -2.973
F 1.745 4.656 -1.844
C 3.104 2.678 0.425
C 3.796 1.882 1.464
C 3.019 1.613 2.810
O 3.539 1.638 3.898
C 1.492 1.344 2.581
C 0.802 0.316 3.341
C -0.631 0.133 3.062
C -1.367 0.935 2.065
C -2.893 0.639 1.942
C -3.351 -0.031 0.586
C -4.834 -0.606 0.837
C -4.811 -2.188 0.941
S -5.964 -2.918 -0.320
C -5.082 -2.619 -1.886
N -4.258 -3.429 -2.591
N -3.882 -2.647 -3.638
C -4.461 -1.438 -3.598
O -5.266 -1.386 -2.460
C -0.638 1.956 1.258
C -1.394 2.798 0.193
P -1.379 1.847 -1.422
O -0.908 0.455 -1.116
O -2.837 1.882 -2.223
O -0.180 2.522 -2.385
C 0.781 2.135 1.541
C 1.703 3.202 0.834
O 1.284 4.333 0.769
H 4.790 -5.296 1.094
H 5.602 -4.391 2.415
H 6.431 -4.532 0.778
H 3.741 -2.234 -1.616
H 5.443 -2.904 -1.616
H 3.988 -4.084 -1.513
H 2.414 -2.167 2.051
H 1.988 -2.973 0.418
H 2.546 -3.953 1.890
H 4.270 -1.137 2.865
H 6.021 -1.685 2.838
H 5.755 0.886 3.436
H 6.913 0.372 2.091
H 6.841 1.106 -0.092
H 1.359 -0.290 4.097
H -1.192 -0.649 3.631
H -3.216 -0.052 2.775
H -3.433 1.612 2.151
H -3.502 0.814 -0.145
H -2.640 -0.806 0.216
H -5.231 -0.092 1.753
H -5.468 -0.253 -0.024
H -3.765 -2.582 0.804
H -5.183 -2.467 1.967
H -4.376 -0.598 -4.319
H -1.064 3.860 0.118
H -2.471 2.833 0.528
H -2.584 2.026 -3.163
H 0.638 2.131 -2.010
N -4.796 -3.564 -7.122
C -5.707 -4.556 -7.318
N -6.130 -5.173 -6.179
O -6.112 -4.868 -8.425
H -4.451 -3.294 -6.218
H -4.458 -3.084 -7.937
H -6.803 -5.912 -6.281
H -5.807 -4.931 -5.260
N -1.353 5.458 3.426
C -2.285 4.483 3.263
N -2.666 3.857 4.409
O -2.745 4.191 2.168
H -0.961 5.713 4.314
H -1.046 5.942 2.600
H -3.354 3.129 4.327
H -2.300 4.081 5.316

=====

122
Properties=species:S:1:pos:R:3 method="wB97M-V/def2-TZVPD" total_charge=+1 homo_lumo_gap_ev=7.3 multiplicity=1 fmax_ev_per_a=2.28 e_homo_ev=-10.498
C 3.015 -1.257 3.296
C 3.017 -0.965 2.002
N 1.741 -0.829 1.317
C 1.508 0.354 0.622
N 1.509 1.584 1.060
Br 1.091 2.973 -0.147
P 1.849 1.980 2.768
C 0.199 2.482 3.420
C 2.998 3.416 2.869
C 2.357 4.821 2.738
N 1.169 0.086 -0.716
C 2.152 0.348 -1.738
C 3.512 0.150 -1.606
C 4.340 0.458 -2.654
C 3.866 0.968 -3.835
C 2.503 1.186 -3.963
C 1.673 0.869 -2.922
C 0.565 -1.280 -0.659
C -0.830 -0.990 0.013
O -1.931 -1.715 -0.471
C -2.830 -0.927 -1.200
C -2.349 -0.264 -2.311
C -3.150 0.500 -3.111
C -2.595 1.183 -4.345
C -4.489 0.597 -2.754
C -4.945 -0.039 -1.638
C -4.147 -0.823 -0.812
C -4.839 -1.434 0.400
C -5.381 -0.311 1.329
C -4.066 -2.442 1.249
P 0.641 -2.359 -2.180
N -0.145 -3.717 -2.042
C 1.651 -1.911 0.272
C 1.448 -3.342 0.777
P 2.607 -4.504 -0.031
O 3.522 -3.865 -0.991
O 3.495 -5.194 1.117
O 1.886 -5.728 -0.793
H 3.885 -1.108 3.927
H 2.089 -1.638 3.722
H 3.972 -0.886 1.480
H -0.076 3.511 3.174
H 0.276 2.343 4.505
H -0.561 1.773 3.077
H 3.812 3.242 2.154
H 3.442 3.348 3.871
H 3.128 5.562 2.968
H 1.572 4.901 3.493
H 1.985 4.984 1.727
H 3.919 -0.254 -0.684
H 5.413 0.301 -2.582
H 4.524 1.234 -4.656
H 2.092 1.608 -4.877
H 0.605 1.051 -3.023
H -0.741 -1.141 1.101
H -1.014 0.079 -0.131
H -1.297 -0.336 -2.577
H -2.460 0.466 -5.162
H -3.336 1.912 -4.678
H -1.658 1.706 -4.129
H -5.162 1.193 -3.375
H -5.997 0.075 -1.384
H -5.741 -1.943 0.029
H -5.778 0.529 0.752
H -4.577 0.050 1.979
H -6.233 -0.692 1.901
H -3.294 -1.894 1.813
H -4.742 -2.835 2.017
H -3.584 -3.235 0.686
H 2.028 -2.541 -2.407
H 0.154 -1.655 -3.304
H -0.618 -3.752 -1.143
H 2.662 -1.903 -0.157
H 0.411 -3.690 0.741
H 1.699 -3.360 1.849
H 4.276 -5.540 0.657
H 0.932 -5.640 -0.625
C -3.610 4.136 3.977
Cl -2.208 4.700 3.052
Cl -4.439 2.815 3.149
H -3.269 3.784 4.944
H -4.300 4.962 4.101
C 5.341 3.789 6.196
Cl 3.633 4.254 6.109
Cl 5.530 2.031 6.256
H 5.850 4.167 5.313
H 5.774 4.220 7.092
C -7.660 2.045 -5.407
Cl -8.354 2.877 -4.013
Cl -5.894 2.177 -5.429
H -7.928 0.996 -5.358
H -8.053 2.491 -6.314
C 8.596 5.405 3.970
Cl 9.041 4.741 5.544
Cl 6.838 5.547 3.803
H 9.034 6.391 3.867
H 8.968 4.747 3.194
C -4.950 -6.398 -0.466
Cl -5.719 -6.176 1.112
Cl -3.742 -5.145 -0.780
H -4.461 -7.367 -0.483
H -5.712 -6.353 -1.234
C 1.732 4.450 -4.365
Cl 1.223 3.992 -5.991
Cl 0.437 4.187 -3.186
H 2.587 3.846 -4.081
H 1.997 5.501 -4.362
C -7.400 -9.220 -1.210
Cl -7.581 -7.626 -1.960
Cl -7.049 -10.466 -2.408
H -6.583 -9.179 -0.497
H -8.325 -9.470 -0.702
C 1.192 -8.215 -2.865
Cl -0.536 -7.853 -2.919
Cl 1.497 -9.957 -2.884
H 1.672 -7.767 -3.727
H 1.601 -7.798 -1.953
C 5.391 9.091 2.718
Cl 5.459 8.584 4.408
Cl 4.383 8.006 1.749
H 4.974 10.090 2.669
H 6.396 9.086 2.311

=====

7
Properties=species:S:1:pos:R:3 method="wB97M-V/def2-TZVPD" total_charge=0 homo_lumo_gap_ev="7.6 / 7.1" multiplicity=1 fmax_ev_per_a=3.92 e_homo_ev="-8.692 / -7.953"
C 2.966 -1.027 0.061
C -0.095 -0.090 -0.033
S 3.136 -2.619 -0.020
I 4.102 0.623 -0.009
H 0.154 0.938 -0.320
H 0.694 -0.470 0.609
H -0.845 -0.647 -0.439

=====

8
Properties=species:S:1:pos:R:3 method="wB97M-V/def2-TZVPD" total_charge=0 homo_lumo_gap_ev=10.3 multiplicity=1 fmax_ev_per_a=3.11 e_homo_ev=-11.479
C 0.443 0.857 -0.424
N 0.421 -2.039 0.903
F -1.776 -0.520 0.983
S -0.808 -1.789 0.245
H 0.281 1.096 0.645
H -0.491 0.186 -0.744
H 1.494 0.372 -0.643
H 0.436 1.838 -0.964

=====

35
Properties=species:S:1:pos:R:3 method="wB97M-V/def2-TZVPD" total_charge=0 smiles="CS/C=C/c1nn([C@H]2C[C@H](O)[C@@H](CO)O2)c(=O)[nH]c1=O" homo_lumo_gap_ev=8.4 multiplicity=1 fmax_ev_per_a=5.71 e_homo_ev=-8.856
C 5.525 -1.775 0.056
S 4.172 -2.883 0.509
C 3.042 -2.006 -0.492
C 2.347 -0.930 -0.017
C 1.418 -0.174 -0.734
N 0.577 0.576 -0.049
N -0.510 1.194 -0.651
C -1.454 1.976 0.200
C -2.887 1.793 -0.086
C -3.170 0.526 0.717
O -4.587 0.430 0.730
C -2.309 0.678 2.000
C -1.855 -0.696 2.547
O -0.815 -1.363 1.635
O -1.320 1.561 1.563
C -0.615 1.179 -2.030
O -1.019 2.142 -2.625
N 0.097 0.332 -2.870
C 1.143 -0.289 -2.310
O 1.888 -0.913 -3.038
H 5.390 -0.932 0.705
H 5.515 -1.710 -1.050
H 6.402 -2.229 0.285
H 2.787 -2.147 -1.548
H 2.564 -0.805 1.034
H -1.286 3.054 0.027
H -3.025 1.621 -1.186
H -3.455 2.713 0.028
H -2.736 -0.253 0.224
H -4.996 0.175 -0.124
H -2.780 1.227 2.866
H -1.337 -0.637 3.457
H -2.665 -1.298 2.596
H -0.176 -0.666 1.518
H 0.130 0.530 -3.889

=====

12
Properties=species:S:1:pos:R:3 method="wB97M-V/def2-TZVPD" total_charge=-1 homo_lumo_gap_ev="3.7 / 7.0" multiplicity=2 fmax_ev_per_a=0.79 s_squared=0.754 e_homo_ev="0.523 / -2.753"
C -1.083 1.467 -1.917
H -1.705 2.249 -1.465
H -1.684 0.612 -2.202
H -0.378 1.043 -1.189
H -0.549 1.963 -2.728
O 0.841 -1.641 0.039
C 0.879 -0.470 0.600
C -0.257 0.031 1.490
H 1.482 0.328 0.128
H -0.874 -0.825 1.759
H -0.928 0.766 0.978
H 0.179 0.513 2.370

=====

30
Properties=species:S:1:pos:R:3 method="wB97M-V/def2-TZVPD" total_charge=0 homo_lumo_gap_ev=5.0 multiplicity=1 fmax_ev_per_a=6.53 e_homo_ev=-8.900
Cl -0.331 -0.017 -2.937
C 1.224 0.755 -3.038
N 1.981 0.775 -1.963
F 1.298 -0.008 -0.123
C 3.156 1.370 -2.056
Cl 4.159 1.419 -0.649
C 3.639 1.980 -3.252
C 2.834 1.959 -4.385
C 1.596 1.337 -4.286
H 4.621 2.449 -3.229
H 3.155 2.409 -5.306
H 0.889 1.276 -5.113
C 0.842 -0.481 1.805
N 1.527 -0.446 2.981
O 2.776 -0.249 2.989
O 0.928 -0.616 4.082
C -0.593 -0.719 1.844
C -1.329 -0.908 3.042
C -2.695 -1.126 3.030
C -3.398 -1.162 1.814
N -4.816 -1.289 1.764
O -5.382 -1.250 0.646
O -5.459 -1.429 2.828
C -2.683 -0.998 0.617
C -1.321 -0.792 0.635
H 1.450 -0.402 0.905
H -0.835 -0.884 4.000
H -3.257 -1.267 3.942
H -3.219 -1.029 -0.317
H -0.755 -0.657 -0.270